A | Molecular formula: C4H7NO3
Method: DFT, the ωB97M-V functional and the def2-TZVPD basis

HOMO energy   -8.69 eV

Last column: Mulliken charge in e.
Positions of all 15 atoms, in Å:
C  -0.127  -2.000  2.487  -0.63
C  0.005  -0.337  0.572  0.61
C  -0.004  1.188  -0.911  0.26
C  -0.150  1.451  -2.596  -1.09
H  -1.177  -2.960  2.148  0.24
H  -0.541  -1.231  4.017  0.22
H  1.139  -2.275  2.376  0.27
H  -0.181  2.019  -0.185  0.29
H  0.665  2.163  -2.750  0.35
H  -1.082  1.982  -2.870  0.32
H  0.216  0.674  -3.257  0.34
N  1.262  -0.243  0.504  -0.35
O  -0.625  -1.230  1.343  -0.29
O  1.336  0.667  -0.587  -0.28
O  -0.736  0.132  -0.293  -0.26

---

B | Molecular formula: C4H7NO3
Method: DFT, the ωB97M-V functional and the def2-TZVPD basis

HOMO energy   -9.01 eV
Structure (SMILES)   C/C=[N+](\[O-])O.C=C=O

Last column: Mulliken charge in e.
Positions of all 15 atoms, in Å:
C  0.747  -0.074  -0.030  -0.74
C  0.124  -1.362  -0.145  -0.24
N  0.631  -2.320  0.502  0.70
O  1.570  -2.286  1.355  -0.71
O  0.004  -3.583  0.401  -0.47
H  1.905  -0.229  0.051  0.29
H  0.345  0.552  -0.853  0.19
H  0.415  0.243  1.039  0.23
H  -0.911  -1.607  -0.589  0.35
H  0.384  -4.109  1.121  0.36
C  -0.639  3.346  -0.558  -0.92
C  -1.689  2.544  -0.509  0.74
O  -2.536  1.739  -0.306  -0.39
H  -0.616  4.274  -1.104  0.27
H  0.267  2.871  -0.375  0.33

---

Stability, descending: B, A

---

A | Molecular formula: C4H7NO3
Method: DFT, the ωB97M-V functional and the def2-TZVPD basis

HOMO energy   -9.58 eV
Structure (SMILES)   NC(=O)[C@@]1(CO)CO1

Last column: Mulliken charge in e.
Positions of all 15 atoms, in Å:
N  -1.258  1.958  0.454  -0.46
C  -0.119  1.407  -0.139  0.40
O  0.799  1.938  -0.631  -0.52
C  -0.128  -0.367  -0.021  0.69
C  1.080  -0.909  -0.834  -0.63
O  2.320  -0.608  -0.295  -0.51
C  -0.722  -1.308  0.970  -0.60
O  -1.360  -0.951  -0.193  -0.47
H  -2.054  1.257  0.555  0.28
H  -1.451  2.971  0.150  0.29
H  0.935  -0.517  -1.897  0.24
H  0.979  -2.016  -0.927  0.32
H  2.608  0.229  -0.078  0.32
H  -0.644  -2.307  1.082  0.39
H  -0.985  -0.776  1.804  0.25

---

B | Molecular formula: C4H7NO3
Method: DFT, the ωB97M-V functional and the def2-TZVPD basis

HOMO energy   -9.80 eV
Structure (SMILES)   C/N=C(\O)CC(=O)O

Last column: Mulliken charge in e.
Positions of all 15 atoms, in Å:
C  2.230  0.541  0.489  -1.04
N  0.993  0.521  -0.263  -0.41
C  0.223  -0.516  -0.235  0.55
O  0.504  -1.664  0.412  -0.49
C  -1.080  -0.528  -0.965  -0.28
C  -1.853  0.572  -0.318  0.54
O  -1.794  1.771  -0.603  -0.57
O  -2.693  0.150  0.650  -0.46
H  2.063  0.348  1.554  0.37
H  2.938  -0.194  0.092  0.36
H  2.692  1.528  0.394  0.26
H  1.428  -1.715  0.693  0.35
H  -1.602  -1.482  -0.842  0.24
H  -0.924  -0.302  -2.024  0.24
H  -3.125  0.971  0.966  0.34

---

C | Molecular formula: C4H7NO3
Method: DFT, the ωB97M-V functional and the def2-TZVPD basis

HOMO energy   -10.08 eV
Structure (SMILES)   NC(=O)CCC(=O)O

Last column: Mulliken charge in e.
Positions of all 15 atoms, in Å:
N  1.160  -2.520  -0.029  -0.41
C  0.482  -1.522  -0.666  0.59
O  -0.228  -1.847  -1.598  -0.61
C  0.540  -0.102  -0.039  -0.73
C  -0.771  0.649  -0.297  -0.26
C  -0.953  1.740  0.697  0.37
O  -1.586  1.654  1.709  -0.52
O  -0.378  2.924  0.318  -0.47
H  0.914  -3.472  -0.276  0.24
H  1.879  -2.407  0.675  0.19
H  0.761  -0.303  1.008  0.33
H  1.394  0.483  -0.395  0.30
H  -0.729  1.050  -1.311  0.28
H  -1.605  -0.065  -0.215  0.36
H  -0.881  3.738  0.420  0.34

---

D | Molecular formula: C4H7NO3
Method: DFT, the ωB97M-V functional and the def2-TZVPD basis

HOMO energy   -9.71 eV

Last column: Mulliken charge in e.
Positions of all 15 atoms, in Å:
C  -1.897  0.448  -0.120  0.25
C  -0.427  0.307  0.308  0.09
C  0.728  -0.310  -0.341  0.37
C  2.132  -0.157  0.037  -0.54
H  -3.902  -0.540  -0.397  0.34
H  -2.313  -1.460  -0.383  0.29
H  -0.146  1.217  0.949  0.31
H  0.556  -0.627  -1.456  0.34
H  2.256  -1.345  0.080  0.21
H  2.182  -0.075  1.109  0.28
H  3.448  1.976  0.857  0.28
N  -2.620  -0.581  -0.759  -0.63
O  -2.687  1.381  0.148  -0.62
O  -0.081  -1.037  0.687  -0.47
O  2.770  0.802  -0.721  -0.51

---

Stability, descending: C, B, A, D

---

A | Molecular formula: C4H7NO3
Method: DFT, the ωB97M-V functional and the def2-TZVPD basis

HOMO energy   -9.54 eV

Last column: Mulliken charge in e.
Positions of all 15 atoms, in Å:
C  -2.153  -2.010  -0.070  -0.96
C  -1.392  -0.959  -0.279  0.74
C  1.274  1.468  -0.364  -0.99
C  0.668  0.148  0.266  -0.24
N  -2.521  0.614  -0.065  0.66
O  -3.685  0.444  0.280  -0.56
O  -1.924  1.659  -0.210  -0.53
O  -0.220  -0.585  -0.609  -0.34
H  -1.684  -2.965  -0.143  0.27
H  -3.138  -1.964  0.199  0.37
H  0.602  2.209  -0.427  0.30
H  2.215  1.792  0.139  0.34
H  1.699  1.263  -1.454  0.24
H  0.017  0.315  1.218  0.35
H  1.319  -0.665  0.434  0.35

---

B | Molecular formula: C4H7NO3
Method: DFT, the ωB97M-V functional and the def2-TZVPD basis

HOMO energy   -10.13 eV
Structure (SMILES)   CO[C@@H]1ON=C[C@@H]1O

Last column: Mulliken charge in e.
Positions of all 15 atoms, in Å:
C  -2.344  0.342  0.385  -0.77
O  -1.016  -0.311  0.660  -0.41
C  0.094  0.430  0.065  -0.01
O  -0.066  0.777  -1.291  -0.29
N  0.944  0.030  -2.105  -0.33
C  1.817  -0.424  -1.216  -0.09
C  1.468  -0.104  0.257  0.31
O  1.562  -1.352  1.093  -0.55
H  -2.925  -0.506  1.025  0.22
H  -2.449  1.228  0.863  0.38
H  -2.621  0.281  -0.639  0.30
H  -0.086  1.436  0.545  0.28
H  2.864  -0.938  -1.551  0.30
H  2.100  0.651  0.602  0.31
H  0.660  -1.540  1.306  0.36

---

Stability, descending: B, A

---

A | Molecular formula: C5H5NO2
Method: DFT, the ωB97M-V functional and the def2-TZVPD basis

HOMO energy   -10.82 eV
Structure (SMILES)   C=C(C#N)C(=O)OC

Last column: Mulliken charge in e.
Positions of all 13 atoms, in Å:
C  -0.003  -1.978  -0.386  -0.67
C  -0.499  -0.744  -0.816  0.50
C  -1.743  -0.837  -1.764  0.02
N  -2.640  -0.779  -2.399  -0.34
C  -0.029  0.634  -0.507  0.44
O  -0.479  1.591  -0.887  -0.39
O  0.938  0.517  0.443  -0.32
C  0.991  1.455  1.484  -0.78
H  -0.384  -3.135  -0.465  0.23
H  0.826  -2.082  0.259  0.36
H  1.948  1.398  1.904  0.36
H  -0.165  1.545  1.951  0.27
H  1.239  2.415  1.182  0.33

---

B | Molecular formula: C5H5NO2
Method: DFT, the ωB97M-V functional and the def2-TZVPD basis

HOMO energy   -9.61 eV
Structure (SMILES)   CC(=O)c1ncco1

Last column: Mulliken charge in e.
Positions of all 13 atoms, in Å:
C  -2.043  0.787  0.269  -1.34
C  -1.343  -0.530  -0.129  0.64
O  -2.037  -1.572  -0.371  -0.56
C  0.124  -0.527  -0.011  0.48
N  0.937  -1.487  0.136  -0.49
C  2.253  -0.964  0.113  -0.40
C  2.075  0.443  -0.205  0.01
O  0.756  0.725  -0.298  -0.26
H  -1.704  1.168  1.100  0.42
H  -3.004  0.634  0.221  0.47
H  -1.885  1.488  -0.591  0.30
H  3.086  -1.486  0.384  0.44
H  2.785  1.320  -0.617  0.29

---

Stability, descending: B, A